C5H8O in the gas phase. Source: the OMol25 dataset; level of theory: ωB97M-V with the def2-TZVPD basis set.

```
14
Properties=species:S:1:pos:R:3:forces:R:3
C 1.582618 -0.249838 0.429683 0.0135 -0.0566 0.0944
C 0.528877 0.513766 -0.383886 0.0275 0.1017 0.0291
C -0.476713 -0.327632 -1.124982 -0.0913 -0.0138 -0.0937
C -1.325471 -0.881139 -0.082569 -0.1648 -0.2356 0.0914
O -1.493604 0.383730 0.895105 0.2382 0.0658 -0.1579
C -0.541754 1.128236 0.429094 -0.0695 0.1614 0.1467
H 1.116124 -0.893683 1.183199 0.0784 0.0878 -0.1199
H 2.272732 0.424991 0.948737 -0.1035 -0.0764 -0.0821
H 2.146340 -0.891051 -0.255669 -0.0672 0.1174 0.0814
H 1.013228 1.272227 -1.006813 -0.1001 -0.1026 0.0740
H -0.968074 0.102184 -1.994717 0.0785 -0.0868 0.0671
H -0.893307 -1.626534 0.592322 -0.0585 0.1043 -0.1283
H -2.352569 -1.137994 -0.338572 0.1552 0.0682 0.0094
H -0.608431 2.182736 0.709073 0.0634 -0.1349 -0.0113
```
Forces are in eV/Å.

Values from the calculation:
Kohn-Sham gap (alpha / beta) (eV): 7.20 / 6.85
Relative energy (zero: lowest compared OMol25 entry of this formula, charge and spin) (kcal per mole): 94.1
HOMO energy (alpha / beta) (eV): -7.011 / -6.828
Molar mass (g/mol): 84.118
E_tot (eV): -7358.1751
Lowest unoccupied orbital energy (alpha / beta) (eV): 0.185 / 0.024

C5H8O as an isolated structure. Source: the OMol25 dataset; level of theory: ωB97M-V with the def2-TZVPD basis set.

```
14
Properties=species:S:1:pos:R:3:forces:R:3
C -1.639887 0.836669 0.175764 -0.0146 0.0941 0.0167
C -0.495978 -0.012851 -0.336608 -0.2111 -0.0425 0.0794
C 0.989455 0.442896 -0.538911 0.0948 0.1918 -0.1307
C 1.457437 -0.954359 -0.012400 0.1890 -0.0124 0.0136
C 0.131723 -0.917331 0.711834 -0.2327 -0.1561 0.3802
O -0.182560 -1.104607 1.858978 0.1140 -0.1914 -0.4721
H -2.384749 0.159787 0.611946 0.0813 0.1701 -0.0875
H -1.306042 1.497245 0.980881 -0.0208 -0.0244 -0.1077
H -2.132865 1.432029 -0.598354 0.1694 -0.0616 0.0660
H -0.787375 -0.591503 -1.222460 0.0473 0.0049 0.1745
H 1.305216 0.722541 -1.547068 -0.1244 -0.0791 0.1581
H 1.247280 1.240287 0.168229 -0.0260 -0.1732 -0.1469
H 1.432166 -1.676878 -0.835394 0.0239 0.0823 0.1516
H 2.362077 -1.086459 0.583176 -0.0901 0.1975 -0.0951
```
Forces are in eV/Å.

Values from the calculation:
Kohn-Sham gap (eV): 10.40
Relative energy (zero: lowest compared OMol25 entry of this formula, charge and spin) (kcal per mole): 21.7
HOMO energy (eV): -9.445
Molar mass (g/mol): 84.118
E_tot (eV): -7361.3151
Lowest unoccupied orbital energy (eV): 0.951

C5H8O in the gas phase. Source: the OMol25 dataset; level of theory: ωB97M-V with the def2-TZVPD basis set.

```
14
Properties=species:S:1:pos:R:3:forces:R:3
C 2.284303 0.525356 -0.265841 0.2254 0.0666 0.0919
C 1.388946 -0.537559 0.159276 -0.2278 -0.2564 0.2089
C 0.346156 -1.147016 0.219382 0.5579 0.5910 -0.5348
C -0.930181 -0.869194 -0.487099 -0.2609 -0.0790 -0.1286
C -1.822570 0.113658 0.307884 -0.3519 -0.1279 -0.2307
O -1.134035 0.901722 1.251784 0.0835 -0.1076 0.0979
H 1.695763 1.449807 -0.188136 0.2772 -0.0743 0.0573
H 3.180055 0.614251 0.340303 0.1611 0.0997 -0.0458
H 2.550035 0.383489 -1.320939 0.1197 -0.0265 0.2659
H -0.577977 -0.366217 -1.395664 -0.3753 -0.1696 -0.0167
H -1.476934 -1.758194 -0.795725 -0.1772 0.0116 0.1518
H -2.246307 0.827971 -0.404939 -0.1329 -0.1865 0.1449
H -2.646457 -0.439151 0.778426 0.0978 0.0925 0.0380
H -0.610796 0.301081 1.801284 0.0033 0.1663 -0.1000
```
Forces are in eV/Å.

Values from the calculation:
Kohn-Sham gap (eV): 10.42
Relative energy (zero: lowest compared OMol25 entry of this formula, charge and spin) (kcal per mole): 75.0
HOMO energy (eV): -9.432
Molar mass (g/mol): 84.118
E_tot (eV): -7359.0049
Structure (SMILES): CC#CCCO
Lowest unoccupied orbital energy (eV): 0.993

C5H8O in the gas phase at a distorted geometry. Source: the OMol25 dataset; level of theory: ωB97M-V with the def2-TZVPD basis set.

```
14
Properties=species:S:1:pos:R:3:forces:R:3
C -1.692239 -0.351177 -0.178473 -0.6167 0.8825 -2.9376
C -1.151611 0.449106 0.982879 2.4088 -0.3576 -1.3389
C -0.367914 -0.691821 -0.857030 1.6180 0.8841 0.8256
C 0.765798 -0.213532 0.028087 -4.9643 0.4428 1.3242
C 2.036554 0.474802 0.067063 2.3052 1.6929 -1.4517
O 0.506612 -1.520805 -0.063521 0.0975 -1.1140 0.3613
H -2.344446 -1.255263 -0.088026 0.7457 0.6169 0.8023
H -2.329652 0.277708 -0.904927 1.0647 -0.6364 0.9113
H -1.159610 1.559709 0.983957 -0.3488 -1.0463 -0.0232
H -1.306405 -0.086520 1.870838 0.0876 -0.0084 1.6483
H -0.076213 -0.764453 -1.867541 -0.6512 -0.4898 -1.3787
H 2.414142 0.640063 1.144163 -0.4240 -0.2974 -1.8855
H 1.824090 1.478159 -0.463373 0.5376 -1.1837 1.2636
H 2.880891 0.004026 -0.654090 -1.8601 0.6144 1.8791
```
Forces are in eV/Å.

Values from the calculation:
Kohn-Sham gap (eV): 8.67
Relative energy (zero: lowest compared OMol25 entry of this formula, charge and spin) (kcal per mole): 116.2
HOMO energy (eV): -7.643
Molar mass (g/mol): 84.118
E_tot (eV): -7357.2153
Lowest unoccupied orbital energy (eV): 1.027

C5H8O in the gas phase at a distorted geometry. Source: the OMol25 dataset; level of theory: ωB97M-V with the def2-TZVPD basis set.

```
14
Properties=species:S:1:pos:R:3:forces:R:3
O -0.842417 0.906033 -1.471576 0.3517 -0.1034 -0.4007
C -1.117532 -0.134856 -0.613032 0.2741 -0.3706 -0.2764
C -0.152751 -1.037187 -0.019903 0.1003 -0.4959 -0.5003
C 1.209642 -0.337768 0.022771 0.1306 -0.1468 -0.0025
C 0.626603 0.723980 0.998807 -0.1046 0.2587 -0.1146
C -0.710865 -0.016420 0.971006 -0.3638 0.7660 -1.1553
H -0.165079 0.592044 -2.078194 0.0944 0.2455 -0.2408
H -2.113495 -0.574534 -0.758172 0.2549 0.4269 0.2850
H -0.311173 -2.107643 -0.043008 0.1353 -0.1187 0.0827
H 1.563492 0.050667 -0.943012 -0.0642 -0.1466 0.2189
H 1.995079 -0.966506 0.442159 -0.0787 0.1412 0.0927
H 1.176340 0.748972 1.951235 -0.5027 -0.1378 -0.1763
H 0.547648 1.743714 0.621717 0.2626 0.0427 -0.1112
H -1.705490 0.409505 0.919203 -0.4900 -0.3613 2.2987
```
Forces are in eV/Å.

Values from the calculation:
Kohn-Sham gap (eV): 9.25
Relative energy (zero: lowest compared OMol25 entry of this formula, charge and spin) (kcal per mole): 84.7
HOMO energy (eV): -8.396
Molar mass (g/mol): 84.118
E_tot (eV): -7358.5823
Structure (SMILES): O[C@H]1[C@H]2CC[C@@H]12
Lowest unoccupied orbital energy (eV): 0.858

C5H8O in the gas phase. Source: the OMol25 dataset; level of theory: ωB97M-V with the def2-TZVPD basis set.

```
14
Properties=species:S:1:pos:R:3:forces:R:3
C -1.709615 0.720883 0.031119 -0.0918 0.0765 -0.0296
C -1.381813 -0.626750 -0.632792 -0.2381 -0.0303 -0.1376
C 0.026091 -0.642542 -1.003585 0.3509 -0.0323 0.0530
C 1.208229 -0.572408 -0.767971 -0.8581 -0.0982 0.4364
C 1.960493 -0.395443 0.499815 0.2614 -0.3047 0.0918
O 2.115906 0.973333 0.804889 0.4151 0.1788 -0.0693
H -1.521166 1.547563 -0.660536 -0.0784 -0.1304 0.0805
H -2.758109 0.751863 0.341408 0.1133 0.0019 -0.0402
H -1.078617 0.884894 0.913182 -0.1216 -0.0978 -0.2216
H -1.485297 -1.435683 0.107941 -0.1570 0.1170 -0.2511
H -2.041335 -0.853577 -1.467864 -0.1624 0.0540 0.0090
H 2.888005 -0.970887 0.528896 0.1956 0.2539 0.0361
H 1.291679 -0.784482 1.281106 0.3782 -0.0199 -0.0950
H 2.485551 1.403234 0.024393 -0.0070 0.0315 0.1376
```
Forces are in eV/Å.

Values from the calculation:
Kohn-Sham gap (eV): 10.38
Relative energy (zero: lowest compared OMol25 entry of this formula, charge and spin) (kcal per mole): 73.0
HOMO energy (eV): -9.503
Molar mass (g/mol): 84.118
E_tot (eV): -7359.0897
Structure (SMILES): CCC#CCO
Lowest unoccupied orbital energy (eV): 0.874

C5H8O in the gas phase at a distorted geometry. Source: the OMol25 dataset; level of theory: ωB97M-V with the def2-TZVPD basis set.

```
14
Properties=species:S:1:pos:R:3:forces:R:3
C 1.739087 -0.501771 0.657019 0.1003 -0.0091 -0.0329
C 0.471496 -0.052245 0.004030 -0.1323 -0.1560 -0.1183
C -0.392506 -0.820200 -0.651578 0.0922 -0.0721 0.1910
C -1.730012 -0.167411 -0.687381 -0.1661 -0.4442 -0.0392
O -1.489604 1.175007 -0.274160 -0.1889 -0.0850 0.2045
C -0.137873 1.321524 0.159526 0.1510 -0.0561 0.1541
H 2.646285 -0.107471 0.189010 -0.1011 0.0328 0.0318
H 1.781783 -1.594787 0.638033 0.1272 0.1720 -0.0326
H 1.745459 -0.189954 1.709749 0.0239 -0.0107 -0.1893
H -0.295489 -1.876407 -0.868703 0.2055 0.0330 0.0209
H -2.306532 -0.839177 0.010472 -0.1743 1.1493 -0.1239
H -2.304822 -0.120009 -1.618879 0.3199 -0.1574 -0.0710
H -0.119263 1.703309 1.191773 0.0070 -0.2225 -0.0691
H 0.391990 2.069592 -0.458911 -0.2643 -0.1741 0.0740
```
Forces are in eV/Å.

Values from the calculation:
Kohn-Sham gap (eV): 9.83
Relative energy (zero: lowest compared OMol25 entry of this formula, charge and spin) (kcal per mole): 30.4
HOMO energy (eV): -8.811
Molar mass (g/mol): 84.118
E_tot (eV): -7360.9371
Structure (SMILES): CC1=CCOC1
Lowest unoccupied orbital energy (eV): 1.024

A 2-piece molecular cluster, C5H8O overall. Source: the OMol25 dataset; level of theory: ωB97M-V with the def2-TZVPD basis set.

```
14
Properties=species:S:1:pos:R:3:forces:R:3
C 1.347900 0.305820 -0.651993 0.0749 -0.0106 0.0062
C 0.696539 1.072939 0.470810 -0.1110 0.0866 -0.0060
C -0.628656 1.158721 0.440022 0.1445 0.1153 0.1313
O -1.374859 0.434734 -0.464461 0.0268 0.0242 -0.0519
C -0.807271 -0.767563 -0.827124 0.1216 -0.1827 -0.0566
C 0.510661 -0.932431 -0.849344 -0.1218 -0.0129 -0.0663
H 1.298230 0.913682 -1.568725 0.1307 -0.0947 0.1291
H 2.402270 0.089367 -0.472118 -0.1584 -0.0493 0.0987
H 1.273813 1.500183 1.283068 -0.1319 0.1677 -0.1907
H -1.254592 1.740295 1.109326 0.1204 -0.1253 -0.0764
H -1.424599 -0.719037 1.951797 -0.0514 -0.1370 0.0844
H -1.556893 -1.524613 -1.033765 0.1392 0.1052 0.0668
H -1.440949 -1.358792 1.575208 -0.0440 -0.0082 0.1520
H 0.958401 -1.913308 -0.962702 -0.1397 0.1218 -0.2204
```
Forces are in eV/Å.

Values from the calculation:
Kohn-Sham gap (eV): 9.89
Relative energy (zero: lowest compared OMol25 entry of this formula, charge and spin) (kcal per mole): 58.7
HOMO energy (eV): -8.722
Molar mass (g/mol): 84.118
E_tot (eV): -7359.7077
Structure (SMILES): C1=COC=CC1.[H][H]
Lowest unoccupied orbital energy (eV): 1.165

A 2-piece molecular cluster, C5H8O overall at a distorted geometry. Source: the OMol25 dataset; level of theory: ωB97M-V with the def2-TZVPD basis set.

```
14
Properties=species:S:1:pos:R:3:forces:R:3
C 1.462113 -0.658802 -0.521329 0.0360 -0.0139 -0.0667
C -1.426151 0.173264 -2.364876 -0.4424 -1.3343 0.1410
O -1.744713 -0.904701 -2.195401 0.3611 1.3349 -0.2418
C -0.260246 0.843661 0.593660 -0.1580 0.0133 0.1051
C -1.517012 0.796918 1.027142 0.1615 0.0214 -0.0213
C 0.758996 -0.246900 0.774910 -0.0088 -0.0242 0.0893
H 1.897997 0.210240 -1.027870 -0.0636 -0.1046 0.0793
H 2.273219 -1.364051 -0.314581 -0.1068 0.0904 -0.0272
H 0.771998 -1.140497 -1.220345 0.0966 0.0682 0.1285
H 0.090242 1.742511 0.082179 -0.0504 -0.1138 0.0694
H -1.910899 -0.081311 1.535812 0.0867 0.1047 -0.0649
H -2.196564 1.636139 0.903102 0.1106 -0.1259 -0.0408
H 1.517897 0.110665 1.484211 -0.0792 -0.0344 -0.0798
H 0.283123 -1.117136 1.243386 0.0567 0.1183 -0.0701
```
Forces are in eV/Å.

Values from the calculation:
Kohn-Sham gap (eV): 10.87
Relative energy (zero: lowest compared OMol25 entry of this formula, charge and spin) (kcal per mole): 24.8
HOMO energy (eV): -9.665
Molar mass (g/mol): 84.118
E_tot (eV): -7361.1808
Lowest unoccupied orbital energy (eV): 1.208

A 2-piece molecular cluster, C5H8O overall at a distorted geometry. Source: the OMol25 dataset; level of theory: ωB97M-V with the def2-TZVPD basis set.

```
14
Properties=species:S:1:pos:R:3:forces:R:3
O 0.351481 0.819752 1.802353 -0.9360 -0.2889 0.4093
C -0.849702 0.606662 1.585657 1.4090 1.3137 0.1045
C -1.440671 0.199806 0.319708 -1.2085 -0.9841 1.0477
C 0.685285 0.445734 -0.940765 1.8078 1.1459 1.9374
C 0.527173 -0.994471 -0.408258 0.3283 0.0687 0.2152
C -0.918410 -0.986524 -0.078840 -0.3962 0.1113 -0.4300
H 0.766358 1.082433 0.378705 -1.3239 -1.0772 -3.6607
H -1.542803 0.648222 2.446976 0.0140 0.0903 -0.3612
H -2.488244 0.408755 0.159157 -0.3788 -0.3045 0.5924
H 1.705381 0.762397 -1.086079 0.8962 -0.5655 -0.7510
H 0.167379 0.546078 -1.936935 -0.0281 0.6219 1.5337
H 0.781087 -1.806722 -1.103372 -0.1397 0.1328 0.1261
H 1.181028 -1.099560 0.469044 -0.1090 -0.1148 0.0128
H -1.607509 -1.797913 -0.264286 0.0649 -0.1495 -0.7760
```
Forces are in eV/Å.

Values from the calculation:
Kohn-Sham gap (eV): 8.68
Relative energy (zero: lowest compared OMol25 entry of this formula, charge and spin) (kcal per mole): 110.2
HOMO energy (eV): -8.366
Molar mass (g/mol): 84.118
E_tot (eV): -7357.4760
Lowest unoccupied orbital energy (eV): 0.310

C5H8O in the gas phase at a distorted geometry. Source: the OMol25 dataset; level of theory: ωB97M-V with the def2-TZVPD basis set.

```
14
Properties=species:S:1:pos:R:3:forces:R:3
C 1.337745 -0.224238 -0.439587 0.0744 0.1150 -0.3479
C 1.223812 -0.923268 0.884903 -0.0486 -0.0680 0.1020
C 0.495808 0.378373 0.644546 -0.0291 0.2430 -0.0910
C -0.732790 0.848258 -0.051965 0.1580 0.1324 -0.3392
C -2.015872 0.215878 -0.335681 -0.1678 -0.2122 -0.1349
O -1.906264 1.316289 0.563613 -0.2771 0.1775 0.2380
H 0.744753 -0.705482 -1.215070 -0.0090 0.1261 0.0958
H 2.030838 0.483674 -0.872858 1.0259 -0.6761 0.3774
H 2.041058 -0.846758 1.599619 -0.2165 0.0307 -0.1054
H 0.720272 -1.888359 0.914458 0.0313 0.2579 -0.1877
H 0.973105 1.200801 1.179295 -0.0157 -0.0821 -0.2192
H -0.342341 1.504971 -0.857219 -0.6886 -0.0299 0.3957
H -2.470883 0.444705 -1.300355 -0.0706 -0.0471 0.2109
H -2.335824 -0.717745 0.119555 0.2334 0.0327 0.0054
```
Forces are in eV/Å.

Values from the calculation:
Kohn-Sham gap (eV): 11.13
Relative energy (zero: lowest compared OMol25 entry of this formula, charge and spin) (kcal per mole): 73.0
HOMO energy (eV): -10.025
Molar mass (g/mol): 84.118
E_tot (eV): -7359.0880
Structure (SMILES): C1CC1[C@H]1CO1
Lowest unoccupied orbital energy (eV): 1.109

C5H8O in the gas phase at a distorted geometry. Source: the OMol25 dataset; level of theory: ωB97M-V with the def2-TZVPD basis set.

```
14
Properties=species:S:1:pos:R:3:forces:R:3
C 2.204510 -0.581188 -0.426420 -0.1862 -2.4625 -3.4965
C 1.351467 0.039799 0.570261 -0.8507 1.5001 1.2618
C -0.071597 0.395143 0.081134 -0.7105 -0.3279 1.3960
C -1.173775 -0.679827 0.164139 2.2806 -1.3864 0.2546
C -2.440140 -0.479737 -0.125346 -1.4141 -1.1363 -0.7077
H 3.180556 -0.886587 -0.100504 0.5044 0.2226 0.3604
H 2.273297 0.061893 -1.293697 0.5170 0.3905 -0.1992
H 1.784116 -1.528702 -0.932499 0.2293 1.0628 1.1056
H 1.350574 -0.636111 1.447241 -0.4227 0.7519 -0.0277
H 1.781835 1.066909 0.771523 -0.4088 -1.2383 0.4217
H -0.809256 -1.732907 0.464954 -0.6461 1.7921 -0.4410
H -3.160160 -1.341897 -0.138130 0.8017 0.9381 0.2991
H -2.850575 0.442196 -0.512009 0.2602 0.2901 0.2077
O -0.346648 1.548758 -0.161186 0.0458 -0.3966 -0.4348
```
Forces are in eV/Å.

Values from the calculation:
Kohn-Sham gap (eV): 10.07
Relative energy (zero: lowest compared OMol25 entry of this formula, charge and spin) (kcal per mole): 32.4
HOMO energy (eV): -9.701
Molar mass (g/mol): 84.118
E_tot (eV): -7360.8493
Structure (SMILES): C=CC(=O)CC
Lowest unoccupied orbital energy (eV): 0.368